No. 1
Density functional theory data (ωB97M-V/def2-TZVPD) for the ion C4H7N3 with charge +2 in a non-equilibrium geometry.

Last column: Mulliken charge in e.
Atoms and positions in Å:
C: 2.377 0.260 -1.080  -0.0085
C: 0.710 -0.110 0.652  0.2106
C: -1.663 0.224 0.479  -1.0337
C: -0.510 -0.546 0.844  0.0667
N: 1.644 -0.208 -1.963  0.6102
N: 0.985 -0.263 -2.878  -0.3306
N: 1.808 0.400 0.252  -0.1302
H: 3.470 0.337 -1.288  0.3881
H: -1.400 1.237 0.267  0.3856
H: -2.416 0.261 1.361  0.3454
H: -2.154 -0.129 -0.387  0.3430
H: 0.489 -1.109 -3.261  0.3940
H: -0.572 -1.655 1.121  0.3699
H: 2.468 0.977 0.936  0.3894

Cartesian forces (eV/Å) of the 3 atoms listed first:
C 1.3 -0.3 1.9
C -0.8 0.3 -0.4
C -2.4 1.8 2.3

For the energy above the lowest of the compared OMol25 structures with the same formula, charge and spin, the calculation gives 308.44 kJ/mol. The calculation puts the orbital gap at 9.01 eV. The LUMO energy comes out at -11.08 eV. Its total charge is +2. Its multiplicity is 1.

No. 2
Density functional theory data (ωB97M-V/def2-TZVPD) for a structure of composition C4H7N3O in a non-equilibrium geometry.

Last column: Mulliken charge in e.
Atoms and positions in Å:
C: 0.007 2.037 0.561  0.0508
C: -0.749 -1.419 0.848  -0.5329
C: -0.280 -1.134 -0.488  0.1521
C: 1.037 -1.588 -1.062  -0.0900
H: 0.532 3.908 0.201  0.2843
H: 1.262 1.683 0.075  0.1657
H: -1.254 0.811 1.744  0.2807
H: -1.870 -1.302 1.118  0.3010
H: -0.334 -2.155 1.562  0.2618
H: -1.130 -0.700 -0.972  0.4041
H: 2.009 -1.305 -0.435  0.2863
N: -0.413 3.324 0.629  -0.5755
N: -0.801 0.895 0.842  -0.2808
N: 0.093 -0.198 0.719  -0.2162
O: 1.069 -2.058 -2.223  -0.4915

Cartesian forces (eV/Å) of the 3 atoms listed first:
C 1.3 3.7 -1.2
C -0.5 -0.8 3.3
C 1.1 1.4 1.4

For the energy above the lowest of the compared OMol25 structures with the same formula, charge and spin, the calculation gives 574.96 kJ/mol. The calculation puts the orbital gap at 9.60 eV. The LUMO energy comes out at 0.32 eV. Its multiplicity is 1.

No. 3
Density functional theory data (ωB97M-V/def2-TZVPD) for the molecule C4H7N3O in a non-equilibrium geometry.

Last column: Mulliken charge in e.
Atoms and positions in Å:
H: 1.305 1.592 1.694  0.2729
N: 1.761 2.102 0.952  -0.5981
C: 1.969 1.200 -0.023  0.0578
N: 1.646 -0.110 0.158  -0.5242
C: 0.351 -0.358 0.067  0.6668
C: -0.127 -1.782 0.059  -1.0958
N: -0.741 0.621 -0.030  -0.2196
C: -2.035 0.106 -0.670  0.1696
O: -2.846 0.833 -1.201  -0.4658
H: 2.426 1.680 -0.901  0.3494
H: -0.638 -1.801 1.101  0.3359
H: -1.055 -2.203 -0.720  0.3032
H: 0.790 -2.532 0.107  0.2853
H: -0.718 1.725 0.220  0.3651
H: -2.085 -1.073 -0.812  0.0975

Cartesian forces (eV/Å) of the 3 atoms listed first:
H -0.1 -0.2 0.7
N 0.7 -1.9 -3.2
C -0.3 4.9 4.0

As for the SMILES: [H]/N=C\N=C(\C)NC=O. For the energy above the lowest of the compared OMol25 structures with the same formula, charge and spin, the calculation gives 336.46 kJ/mol. The calculation puts the orbital gap at 10.08 eV. The LUMO energy comes out at 0.29 eV. Its multiplicity is 1.

No. 4
Density functional theory data (ωB97M-V/def2-TZVPD) for the molecule C4H7N3O in a non-equilibrium geometry.

Last column: Mulliken charge in e.
Atoms and positions in Å:
H: 2.196 -0.307 -0.870  0.3980
N: 1.822 0.348 -1.685  -0.6876
C: 0.769 1.040 -1.425  0.1994
N: 0.300 1.048 -0.103  -0.0034
C: -1.016 0.821 0.086  -0.4257
C: -1.101 -0.668 0.655  0.5145
O: -2.207 -1.118 0.971  -0.5621
C: 0.255 -1.324 0.753  -0.4773
N: 1.192 -0.004 0.591  -0.6721
H: 0.255 1.696 -2.432  0.2633
H: -1.841 1.526 0.798  0.2297
H: -1.744 0.783 -0.703  0.2603
H: 0.733 -2.203 0.111  0.2484
H: 0.409 -1.755 1.715  0.3483
H: 1.008 0.248 1.582  0.3662

Cartesian forces (eV/Å) of the 3 atoms listed first:
H -1.2 2.5 -2.2
N -0.4 -0.4 -0.5
C 2.2 -0.5 -3.1

As for the SMILES: [H]/N=C\N1CC(=O)CN1. For the energy above the lowest of the compared OMol25 structures with the same formula, charge and spin, the calculation gives 539.53 kJ/mol. The calculation puts the orbital gap at 9.64 eV. The LUMO energy comes out at 0.37 eV. Its multiplicity is 1.

No. 5
Density functional theory data (ωB97M-V/def2-TZVPD) for a cluster of 2 separate species, C4H7N3O in total in a non-equilibrium geometry.

Last column: Mulliken charge in e.
Atoms and positions in Å:
C: -0.776 -0.367 -1.922  -0.7103
C: -0.281 -1.237 -1.063  0.0832
C: 0.180 -2.103 -0.226  0.5995
O: 0.669 -3.052 0.283  -0.4905
H: -0.203 0.054 -2.738  0.3153
H: -1.802 -0.039 -1.819  0.2276
N: 0.288 1.640 -0.414  -0.7329
C: 0.222 0.875 0.601  0.3177
N: -1.029 0.585 1.206  -0.3824
N: 1.303 0.455 1.355  -0.5020
H: 0.915 1.435 -1.181  0.2724
H: -1.023 0.563 2.216  0.2135
H: -1.764 1.188 0.862  0.2827
H: 1.157 -0.293 2.016  0.2489
H: 2.145 0.298 0.822  0.2574

Cartesian forces (eV/Å) of the 3 atoms listed first:
C -0.2 -0.6 0.7
C 0.6 -0.8 0.4
C -0.1 -0.5 -2.0

As for the SMILES: C=C=C=O.N=C(N)N. For the energy above the lowest of the compared OMol25 structures with the same formula, charge and spin, the calculation gives 337.46 kJ/mol. The calculation puts the orbital gap at 8.06 eV. The LUMO energy comes out at -0.44 eV. Its multiplicity is 1.

No. 6
Density functional theory data (ωB97M-V/def2-TZVPD) for the molecule C4H7N3O in a non-equilibrium geometry.

Last column: Mulliken charge in e.
Atoms and positions in Å:
H: -0.020 2.217 -2.094  0.2984
N: 0.779 1.625 -2.541  -0.6158
C: 0.897 0.626 -1.794  0.0383
N: -0.100 0.366 -0.855  -0.5030
C: 0.017 -0.333 0.196  0.7221
C: 1.404 -0.819 0.720  -1.1609
N: -1.080 -0.468 1.040  -0.1585
C: -2.316 0.125 0.902  -0.0090
O: -2.850 0.360 -0.122  -0.4224
H: 1.739 -0.107 -1.886  0.3133
H: 1.299 -1.191 1.787  0.3151
H: 1.637 -1.682 0.060  0.3042
H: 2.222 -0.061 0.715  0.3114
H: -0.803 -0.832 1.985  0.2643
H: -2.825 0.173 1.886  0.3023

Cartesian forces (eV/Å) of the 3 atoms listed first:
H 1.3 -1.3 -1.4
N -0.6 2.1 0.7
C 0.1 -1.2 0.7

As for the SMILES: [H]/N=C\N=C(/C)NC=O. For the energy above the lowest of the compared OMol25 structures with the same formula, charge and spin, the calculation gives 155.01 kJ/mol. The calculation puts the orbital gap at 9.68 eV. The LUMO energy comes out at 0.36 eV. Its multiplicity is 1.

No. 7
Density functional theory data (ωB97M-V/def2-TZVPD) for the molecule C4H7N3O in a non-equilibrium geometry.

Last column: Mulliken charge in e.
Atoms and positions in Å:
C: -0.098 -1.182 -0.280  -0.8289
C: 1.290 -1.164 -0.121  -0.0409
C: -0.987 -0.242 0.092  0.6761
C: 0.672 1.399 -0.459  -0.4568
N: 1.994 -0.107 -0.067  0.2926
N: -0.513 1.066 0.233  -0.3105
N: -2.324 -0.304 0.233  -0.4298
O: 3.176 0.161 0.125  -0.6705
H: -0.456 -2.244 -0.252  0.1711
H: 1.615 -2.082 0.258  0.4204
H: 1.145 2.205 0.117  0.2809
H: 0.503 1.581 -1.544  0.2306
H: -0.494 1.500 1.145  0.2627
H: -2.759 -1.175 0.184  0.1838
H: -2.765 0.589 0.337  0.2191

Cartesian forces (eV/Å) of the 3 atoms listed first:
C -3.1 -2.2 0.4
C 0.7 0.7 0.9
C 1.1 0.9 -0.7

For the energy above the lowest of the compared OMol25 structures with the same formula, charge and spin, the calculation gives 474.00 kJ/mol. The calculation puts the orbital gap at 7.85 eV. The LUMO energy comes out at 0.73 eV. Its multiplicity is 1.

No. 8
Density functional theory data (ωB97M-V/def2-TZVPD) for a cluster of 3 separate species, C4H7N3O in total in a non-equilibrium geometry.

Last column: Mulliken charge in e.
Atoms and positions in Å:
C: 0.943 -0.019 2.043  0.2204
C: -0.222 -0.229 0.151  0.6401
N: 1.642 1.087 2.321  -0.3120
N: -0.508 -1.513 0.270  -0.3764
C: -1.262 0.413 -1.757  -0.5644
C: -0.666 0.221 -2.914  -0.3889
N: -0.057 0.932 -0.049  -0.4277
O: 0.889 -1.030 2.709  -0.5978
H: 1.628 1.848 1.663  0.2352
H: 2.154 1.178 3.192  0.2558
H: -0.259 -1.943 1.156  0.2583
H: -1.182 -1.922 -0.356  0.2517
H: -2.293 0.701 -1.583  0.3196
H: 0.389 -0.029 -2.984  0.2254
H: -1.198 0.306 -3.863  0.2608

Cartesian forces (eV/Å) of the 3 atoms listed first:
C 0.0 -1.1 0.2
C 1.6 0.8 2.6
N -0.1 0.1 -0.1

For the energy above the lowest of the compared OMol25 structures with the same formula, charge and spin, the calculation gives 592.15 kJ/mol. The calculation puts the orbital gap (spin up / spin down) at 7.28 / 8.37 eV. The LUMO energy (spin up / spin down) comes out at 0.22 / 0.85 eV. Its multiplicity is 1.

Question: Among the records above, which one has the highest energy above the lowest of the compared OMol25 structures with the same formula, charge and spin?
Answer: number 8

Question: Among the records above, which one has the lowest energy above the lowest of the compared OMol25 structures with the same formula, charge and spin?
Answer: number 6